1.
Here is a molecular structure, C21H36Cl2InN3O4 from the OMol25 dataset. Energies are from the ωB97M-V functional and the def2-TZVPD basis.

XYZ file:
```
67
Properties=species:S:1:pos:R:3:forces:R:3:nbo_charge:R:1
In 1.22168 0.30922 0.54892 -0.03 -2.45 -1.19 1.65
Cl 3.23609 1.37378 1.42714 -0.01 -0.32 0.24 -0.62
Cl 2.14852 -1.83691 -2.04543 0.80 -2.37 -0.47 -0.07
O -0.69340 -2.06954 -0.01319 -1.58 -0.25 -0.99 -0.65
O -0.09287 -0.31452 2.33669 -1.76 -0.14 0.39 -0.69
O -2.31272 0.54706 -0.59568 -0.06 -1.85 0.46 -0.68
O 2.07119 -1.83134 1.23379 1.31 0.01 0.35 -0.65
N -1.76021 -2.32084 -2.04806 0.16 -0.39 0.62 -0.45
N 4.11572 -2.84184 1.60543 0.26 -0.38 0.38 -0.41
N -1.91730 -0.47360 3.71359 0.32 -0.05 -0.84 -0.40
C -1.69863 -1.96779 -0.73896 1.05 0.15 0.78 0.56
C 1.79598 3.92567 -0.17169 0.76 2.67 0.52 -0.70
C 1.59748 -0.29850 -1.58944 -0.15 1.81 1.20 -0.90
C 0.83128 2.91843 -0.59366 0.20 -0.58 2.00 -0.08
C -1.77096 3.07960 -4.71692 0.05 0.43 0.15 -0.22
C 3.30237 -1.92929 1.05123 -0.81 0.02 0.10 0.56
C 0.20410 2.12999 0.34654 -1.31 0.13 -3.03 -0.55
C -2.86016 -1.89260 -2.87755 -0.27 -0.23 -0.11 -0.41
C -1.81658 1.64573 -0.67577 -1.10 2.99 0.46 0.43
C -1.33335 -0.50835 2.50021 1.71 0.40 0.18 0.57
C -0.91077 -3.39414 -2.53271 -0.14 0.38 -0.92 -0.41
C -0.19715 2.65840 1.64427 1.29 1.92 0.88 -0.68
C -1.60351 2.24336 -2.02033 -0.31 -0.58 -0.81 -0.16
C -1.14034 -0.26355 4.91942 -0.41 -0.05 0.65 -0.42
C -1.33918 1.36947 -3.05729 -0.09 0.21 -1.16 -0.14
C 3.69518 -3.78967 2.64670 -1.36 0.88 -0.54 -0.42
C -2.09109 3.96269 -3.66022 0.27 -0.26 -0.57 -0.21
C -2.00100 3.53244 -2.32818 -0.04 0.99 -0.32 -0.20
C 5.54122 -2.86603 1.28317 -0.15 0.29 -0.08 -0.40
C -1.40129 1.77264 -4.39738 0.24 0.02 0.12 -0.23
C -3.34761 -0.68695 3.87091 0.20 -0.02 0.65 -0.40
H 1.92450 4.11849 0.89281 -0.25 -0.56 0.13 0.22
H -1.65823 0.49087 5.54292 0.36 -0.25 -0.29 0.20
H -0.34062 -3.04105 -3.40520 0.05 -0.23 0.29 0.20
H -0.13244 0.06203 4.67700 -0.10 -0.01 -0.08 0.25
H 5.69725 -2.28018 0.38001 0.10 -0.05 -0.04 0.22
H 2.43712 0.36679 -1.76710 -0.05 0.41 -0.36 0.21
H -0.11836 3.72482 1.47120 -0.09 0.70 0.91 0.20
H 2.81802 3.78933 -0.53782 -0.15 -0.75 -0.19 0.25
H -1.53943 -4.23622 -2.86595 0.11 0.16 0.17 0.18
H -2.64347 -1.54828 -0.35928 0.24 -0.08 -0.13 0.13
H -1.99873 -0.70625 1.65457 0.11 0.10 0.05 0.18
H -2.47997 -1.51424 -3.84049 -0.11 -0.02 0.32 0.20
H 0.39574 2.38843 2.51616 0.22 -0.09 0.05 0.23
H -3.81385 -0.78540 2.90385 -0.14 0.00 -0.28 0.22
H 0.78427 -0.05460 -2.25908 -0.15 0.36 0.17 0.21
H -3.79603 0.15612 4.41920 0.13 -0.17 -0.27 0.20
H -1.09771 -1.19855 5.50826 0.06 0.33 -0.25 0.20
H 2.58745 -3.72248 2.72329 0.77 -0.10 0.02 0.24
H -0.23895 -3.70381 -1.74679 0.18 0.01 0.10 0.24
H 5.88417 -3.89314 1.10678 -0.20 0.21 0.01 0.20
H -3.40246 -1.09199 -2.36344 0.11 -0.13 -0.19 0.23
H -1.78204 3.42497 -5.77742 -0.11 -0.32 1.04 0.22
H 4.13637 -3.53641 3.60761 0.12 0.07 0.05 0.20
H -2.15708 2.42688 0.05837 0.58 -0.36 -0.09 0.11
H -1.15720 0.33864 -2.82886 0.17 -0.35 0.14 0.21
H -1.13656 1.06024 -5.18734 -0.19 0.28 0.30 0.21
H 3.97485 -4.79272 2.36419 0.12 -0.32 -0.10 0.20
H 6.15209 -2.42349 2.07996 -0.18 -0.12 -0.01 0.20
H 3.82058 -1.22179 0.39159 0.04 -0.17 0.01 0.16
H 1.59765 4.92002 -0.56433 -0.40 0.41 -0.42 0.21
H -3.54187 -2.73105 -3.09961 0.09 0.21 0.05 0.18
H 0.76056 2.89485 -1.67097 0.11 -1.24 -0.24 0.21
H -3.53912 -1.59462 4.46130 0.07 0.14 -0.19 0.20
H -2.25271 4.24248 -1.53439 0.06 -0.28 -0.13 0.21
H -1.22135 2.50039 1.90514 -0.82 -0.61 -0.06 0.21
H -2.39514 4.98788 -3.92171 0.13 -0.54 0.37 0.21
```
Positions in Å, forces in eV/Å.

- ΔE to the lowest compared entry with this formula, charge and spin: 419.9 kJ/mol
- Orbital gap: 7.331 eV

2.
Here is a molecular structure, C21H36Cl3ErN2O4Si from the OMol25 dataset. Energies are from the ωB97M-V functional and the def2-TZVPD basis.

XYZ file:
```
68
Properties=species:S:1:pos:R:3:forces:R:3:mulliken_spin:R:1
Er -0.53278 -1.02736 1.21251 -0.02 0.30 -0.10 3.03
Cl -1.87082 -2.66059 2.64722 0.16 0.31 -0.25 -0.01
Cl 2.00524 -1.04492 1.33374 0.35 0.08 -0.03 0.00
Cl -0.01175 -2.40055 -0.80830 0.87 -2.48 -1.68 -0.01
Si 0.40915 -4.56643 -0.52036 -0.76 0.84 0.91 0.00
O -1.91488 -0.57844 -0.62529 -0.62 0.50 -0.15 0.00
O 0.30048 -0.73340 4.82947 0.68 -0.07 -3.28 0.00
O -0.27454 1.14223 1.01005 0.52 1.16 0.07 -0.01
O 0.62389 -0.60520 -2.93453 -1.95 -0.70 3.42 0.00
N 0.28334 3.34070 1.13860 -0.10 -0.34 0.02 0.00
N -2.71444 0.00820 -2.71286 -0.06 0.19 1.14 0.00
C 1.56350 0.37899 -3.04836 0.28 -0.43 -1.58 0.00
C 0.59931 2.06123 0.98953 -0.69 -0.09 0.18 0.00
C -0.32062 3.63358 -2.35070 0.15 -0.17 0.09 0.00
C -1.30999 -5.21559 -0.18774 -0.08 -0.05 -0.02 0.00
C -0.09773 2.26809 -2.52779 0.11 0.18 0.16 0.00
C 0.09453 0.43020 -6.65203 -0.82 -0.36 -0.93 0.00
C -3.31081 1.02890 -3.58766 0.20 0.27 -0.06 0.00
C 1.29716 4.38399 1.27170 0.05 0.00 -0.09 0.00
C 0.76048 4.50802 -2.19297 -0.15 0.14 -0.03 0.00
C 1.09552 -5.57195 -1.90595 0.25 0.31 -0.48 0.00
C 0.50074 0.80773 -5.29475 0.25 -0.19 0.39 0.00
C 1.21436 1.79214 -2.55467 0.58 -1.40 -0.53 0.00
C -2.42201 0.24326 -1.42140 -0.24 -0.13 -0.62 0.00
C 1.52837 -4.54818 0.95831 0.29 -0.25 0.05 0.00
C 1.16286 -0.05654 -4.47757 1.66 1.85 -0.10 0.00
C -2.36815 -1.26720 -3.33951 0.34 -0.13 -0.24 0.00
C 2.28272 2.63994 -2.25728 -0.49 -0.15 -0.15 0.00
C -1.10789 3.77797 1.25527 -0.11 0.12 0.00 0.00
C 2.06174 3.99964 -2.12684 -0.31 0.17 0.19 0.00
C 1.62311 -1.44698 -4.89536 0.18 -0.04 0.31 0.00
C 0.35067 -0.75291 3.68049 -1.18 0.24 3.82 0.00
H -3.79466 1.81999 -2.99810 0.16 -0.30 -0.08 0.00
H 3.26378 2.18170 -2.16427 0.03 0.29 -0.19 0.00
H -4.05923 0.56441 -4.24899 0.22 0.09 0.44 0.00
H 2.57932 -1.67397 -4.39383 -0.26 -0.02 -0.22 0.00
H -1.76815 2.91649 1.37513 0.22 0.16 -0.03 0.00
H -0.92864 1.56920 -2.66720 0.68 0.36 -0.21 0.00
H -2.01327 -4.45034 0.16596 0.26 -0.21 -0.04 0.00
H -1.34416 4.00723 -2.38050 0.20 0.08 0.02 0.00
H -1.23061 -5.98798 0.58940 -0.15 0.05 -0.18 0.00
H 1.15073 5.15126 0.49840 0.05 -0.30 0.22 0.00
H -2.67726 1.24550 -1.04162 -0.04 -0.09 -0.36 0.00
H 0.88183 0.47890 -7.41557 0.08 0.00 0.00 0.00
H 0.57732 5.58731 -2.13484 0.13 -0.40 0.01 0.00
H 0.36454 -5.70346 -2.71051 0.13 0.02 0.13 0.00
H 0.87413 -2.13985 -4.47478 0.44 0.01 -0.52 0.00
H 2.62989 0.09177 -2.78144 -0.85 0.36 0.12 0.00
H 2.57668 -4.47182 0.62926 -0.27 -0.09 0.16 0.00
H 1.21931 4.85055 2.26696 0.02 -0.21 -0.31 0.00
H -0.32052 -0.58216 -6.69400 0.00 -0.11 -0.13 0.00
H -1.20522 4.44062 2.12439 0.05 -0.20 -0.13 0.00
H -2.54798 1.49393 -4.24001 -0.13 -0.31 0.32 0.00
H -2.94268 -1.34422 -4.26950 0.11 -0.09 0.30 0.00
H -0.70411 1.08274 -6.99864 -0.19 0.14 -0.25 0.00
H 1.66742 1.81922 0.87399 -0.34 0.02 0.03 0.00
H 2.28533 3.93259 1.15119 -0.14 0.16 0.00 0.00
H 2.02461 -5.18826 -2.33570 -0.08 -0.07 0.07 0.00
H 1.37072 -5.51367 1.46454 0.24 0.20 -0.02 0.00
H -1.70708 -5.67025 -1.10906 0.04 0.09 0.34 0.00
H 1.36648 -3.73891 1.68081 -0.13 -0.26 -0.27 0.00
H -1.29133 -1.28553 -3.56541 -0.22 0.12 0.11 0.00
H 0.28476 1.81135 -4.96741 0.19 0.23 0.00 0.00
H -1.40940 4.34524 0.36258 0.21 -0.21 0.17 0.00
H 1.29925 -6.55730 -1.46051 -0.04 0.17 -0.08 0.00
H -2.60615 -2.09250 -2.66495 -0.04 0.11 -0.05 0.00
H 1.73128 -1.61777 -5.97186 0.02 0.29 0.14 0.00
H 2.90272 4.65943 -1.97928 0.07 0.20 0.05 0.00
```
Positions in Å, forces in eV/Å.

- ⟨S²⟩: 3.753
- 2S+1: 4
- ΔE to the lowest compared entry with this formula, charge and spin: 579.5 kJ/mol
- Orbital gap (alpha / beta): 4.526 / 4.533 eV

3.
Here is a molecular structure, C21H36Cl3MgN2O4Si from the OMol25 dataset. Energies are from the ωB97M-V functional and the def2-TZVPD basis.

XYZ file:
```
68
Properties=species:S:1:pos:R:3:forces:R:3:nbo_charge:R:1
Cl -3.32692 0.71056 -1.47178 -1.07 -0.87 0.67 -0.46
Cl -5.89167 -0.88960 0.05133 -2.47 -2.89 -0.30 -0.06
Cl 1.74798 -2.04242 3.18833 0.07 0.19 0.44 -0.89
Si -1.95130 1.70503 -2.60798 2.83 -1.18 1.52 1.35
Mg 0.69225 -0.58230 1.70638 0.08 0.58 0.65 1.78
O -0.64941 0.87382 2.22077 -0.53 0.48 1.56 -0.77
O 0.21550 -1.65225 0.40160 -0.41 0.38 -0.13 -1.09
O -4.25509 0.58656 1.64233 1.15 0.11 3.57 -0.64
O 2.17785 0.81127 1.51766 1.68 -0.25 0.51 -0.76
N 4.20230 1.44325 2.35698 -0.14 0.39 -0.22 -0.41
N -1.87720 2.28497 3.56509 0.51 -0.46 -0.11 -0.39
C -1.13182 1.20119 3.34206 0.20 -0.09 -1.27 0.56
C -2.13192 0.46351 -4.06345 -0.58 0.56 -1.34 -1.04
C 5.35216 1.09937 3.20039 -0.18 -0.45 -0.32 -0.41
C -0.06962 1.34584 -2.37974 0.04 -0.29 -0.49 -1.12
C 1.18350 -2.00210 -2.86717 0.64 -0.10 -0.26 -0.22
C -2.71813 -3.73586 -2.89249 -0.57 -0.41 -0.36 -0.65
C -1.19629 -2.81831 -1.13132 0.42 -0.45 -0.60 0.04
C -1.69070 2.87686 -1.06683 -0.64 1.63 -0.13 -1.03
C 3.59320 -1.96863 -3.18961 -0.29 -0.23 0.15 -0.24
C -1.38367 -3.45461 -2.29816 0.17 0.36 0.54 -0.24
C 3.99238 2.83560 1.97192 0.01 0.11 0.07 -0.41
C 3.29651 0.53048 2.02939 -1.14 -0.11 -0.17 0.54
C -2.36734 2.53983 4.90811 0.04 -0.49 0.62 -0.42
C -2.23193 3.22908 2.51408 -0.21 -0.10 -0.29 -0.42
C -2.37236 -2.44321 -0.27168 -0.18 0.22 -0.01 -0.68
C -4.94132 -0.00701 0.89422 1.17 2.81 -2.95 0.06
C 3.76788 -2.22111 -1.81437 -0.30 0.43 -0.36 -0.25
C 2.29770 -1.85711 -3.71683 0.10 0.23 0.56 -0.22
C 2.65604 -2.35993 -0.98316 0.31 -0.07 -0.34 -0.15
C 1.36673 -2.32266 -1.51895 -0.53 0.08 -0.52 -0.02
C 0.21443 -2.59926 -0.54186 -0.34 -0.79 -0.60 0.09
H -2.86353 2.74710 1.75868 0.14 0.04 0.15 0.26
H 6.11003 0.55383 2.61143 -0.15 0.30 0.33 0.21
H -1.34357 2.19854 -0.25202 -0.55 0.13 -0.77 0.25
H 2.15105 -1.61031 -4.77439 0.07 -0.13 0.39 0.20
H -2.34807 -0.51700 -3.61486 0.01 0.42 0.24 0.25
H 4.81874 3.39173 2.41512 -0.20 0.21 -0.19 0.19
H 5.76636 2.04217 3.57845 -0.02 -0.50 0.03 0.21
H -2.62599 3.37566 -0.77564 0.34 -0.03 0.19 0.21
H -1.17199 0.34903 -4.58516 -0.39 0.37 -0.10 0.22
H 4.46846 -1.87262 -3.83979 -0.32 0.01 0.21 0.20
H 0.50649 2.29257 -2.41514 -0.23 -0.46 0.09 0.21
H -2.79208 4.03640 2.99804 0.20 -0.13 -0.35 0.20
H -3.06063 -1.79748 -0.83178 0.09 -0.19 0.17 0.23
H 4.77555 -2.25307 -1.40023 -0.20 -0.07 -0.06 0.20
H -0.88769 3.61314 -1.19020 -0.25 0.09 -0.16 0.20
H 5.00641 0.45648 4.02668 0.32 0.33 -0.23 0.22
H -3.05431 1.74784 5.23841 -0.03 0.31 -0.19 0.21
H -2.06827 -1.89904 0.62617 0.00 -0.10 -0.23 0.24
H -3.32669 -2.83185 -3.07963 0.23 -0.29 0.18 0.22
H 4.01170 2.95808 0.87977 -0.07 -0.10 0.33 0.22
H 3.56368 -0.50949 2.28384 -0.19 0.28 -0.01 0.19
H -2.94434 -3.33027 0.04017 0.16 0.11 -0.12 0.21
H -0.54696 -3.83015 -2.87920 0.08 0.15 0.20 0.19
H 2.77041 -2.48849 0.09757 -0.03 -0.16 -0.32 0.21
H -2.56925 -4.24713 -3.85307 -0.24 0.13 0.12 0.20
H -0.93927 0.58481 4.23489 -0.09 0.12 -0.16 0.15
H -1.53554 2.55039 5.62291 -0.12 0.17 -0.09 0.20
H 0.32411 0.66723 -3.14691 0.20 0.08 0.42 0.21
H 0.16942 -1.88386 -3.26243 0.54 -0.05 0.17 0.23
H 0.03087 0.89930 -1.37831 0.31 -0.01 -0.30 0.24
H -3.31105 -4.41337 -2.25653 0.01 0.23 -0.13 0.21
H -2.87352 3.50635 4.92985 0.08 -0.27 0.06 0.21
H -1.33337 3.62268 2.03241 -0.10 -0.04 0.02 0.21
H 0.45999 -3.60180 -0.12544 0.10 0.10 0.20 0.14
H 3.03856 3.22166 2.35653 0.23 -0.17 -0.13 0.22
H -2.94540 0.69008 -4.76547 0.25 -0.21 -0.03 0.22
```
Positions in Å, forces in eV/Å.

- ΔE to the lowest compared entry with this formula, charge and spin: 968.1 kJ/mol
- Charge: -1
- Orbital gap (alpha / beta): 2.005 / 2.117 eV

4.
Here is a molecular structure, C21H36N2O5 from the OMol25 dataset. Energies are from the ωB97M-V functional and the def2-TZVPD basis.

XYZ file:
```
64
Properties=species:S:1:pos:R:3:forces:R:3:nbo_charge:R:1
O -1.29764 0.35146 -2.77193 0.00 0.00 0.00 -0.53
O 2.99998 2.50620 3.78094 -0.01 0.00 0.01 -0.62
O -1.76712 2.69647 -1.35067 -0.02 -0.01 0.00 -0.61
O 3.05129 0.55824 0.81863 -0.01 0.00 0.00 -0.55
O 1.86711 -4.03934 -1.09437 0.00 0.00 0.00 -0.53
N -1.08618 1.72177 0.57221 -0.02 0.01 0.04 -0.48
N 1.38755 2.23463 2.20002 0.01 0.03 -0.04 -0.63
C -1.24976 1.75397 -0.78601 0.04 0.01 -0.03 0.68
C 0.98441 -3.79463 -0.01707 0.00 0.00 0.00 -0.06
C 2.07027 -1.58365 0.40016 0.00 0.00 0.00 -0.23
C 2.64697 2.11122 2.68502 0.00 0.02 0.00 0.64
C -2.02087 -1.94882 -2.48786 0.00 0.00 0.00 -0.63
C 0.38879 2.99219 2.92945 0.01 -0.04 0.06 -0.23
C 2.23922 -2.83649 -1.74704 0.00 0.00 0.00 -0.06
C -1.05795 2.56112 2.76562 0.01 0.01 -0.07 -0.22
C 0.80602 0.99021 -1.93359 0.01 0.00 0.00 -0.62
C 2.75014 -0.69464 1.41710 0.00 0.00 0.00 -0.06
C -1.60740 1.10234 2.69540 -0.01 0.00 0.04 -0.22
C -2.87861 1.74664 2.07251 -0.01 0.00 0.00 -0.40
C 3.64179 1.45076 1.73577 0.00 0.00 0.00 -0.16
C -3.05229 -0.36103 -4.12196 0.00 0.00 -0.01 -0.61
C -0.96128 0.52334 1.43026 0.00 0.00 -0.01 -0.24
C 2.95856 -1.88733 -0.80329 0.00 0.00 0.00 -0.44
C 1.61216 -2.89379 1.03602 0.00 0.00 0.00 -0.43
C -3.45961 -0.05820 -1.67746 0.00 0.00 0.00 -0.64
C -2.45218 -0.50435 -2.73256 0.00 0.00 0.00 0.26
C -1.82180 2.67444 1.43059 0.01 -0.01 -0.01 -0.04
C -0.61742 0.59462 -1.56928 -0.01 0.00 0.00 0.01
H 1.41686 1.15897 -1.04520 0.00 0.00 0.00 0.22
H -1.53999 -0.32117 1.04685 0.00 0.00 0.00 0.20
H 2.87417 -3.12585 -2.58316 0.00 0.00 0.00 0.20
H -3.50414 2.25100 2.80487 0.00 0.00 0.00 0.22
H 0.07300 0.21481 1.56873 -0.01 -0.01 0.00 0.21
H 3.22511 -0.96664 -1.32508 0.00 0.00 0.00 0.23
H -1.62614 3.10036 3.52555 0.00 0.00 0.00 0.22
H 1.33959 -2.34827 -2.15385 0.00 0.00 0.00 0.16
H -2.32118 -0.65329 -4.87609 0.00 0.00 0.00 0.22
H 0.72594 -4.76829 0.39737 0.00 0.00 0.00 0.20
H 4.40188 0.96103 2.35013 0.00 0.00 0.00 0.20
H -3.33346 0.67702 -4.29797 0.00 0.00 0.00 0.22
H 0.77945 1.89930 -2.53429 0.00 0.00 0.00 0.23
H 1.18216 -1.05317 0.03478 0.00 0.00 0.00 0.20
H 2.10088 -0.54750 2.29191 0.00 0.00 0.00 0.17
H 0.88850 -2.70585 1.83547 0.00 0.00 0.00 0.21
H 0.06157 -3.33021 -0.39771 0.00 0.00 0.00 0.15
H -1.64381 0.44840 3.56263 0.00 0.00 0.00 0.22
H -3.73181 0.98652 -1.82248 0.00 0.00 0.00 0.24
H -2.87548 -2.61983 -2.58704 0.00 0.00 0.00 0.22
H 3.67933 -1.16264 1.77033 0.00 0.00 0.00 0.17
H 1.26323 0.19519 -2.52296 0.00 0.00 0.00 0.22
H -2.04439 3.60637 0.92626 0.00 0.00 0.01 0.24
H -3.06226 -0.18006 -0.66598 0.00 0.00 0.00 0.19
H 3.88717 -2.35716 -0.46253 0.00 0.00 0.00 0.21
H -3.47613 1.13655 1.39506 0.00 0.00 0.00 0.21
H 4.12712 2.23948 1.15773 0.00 0.00 0.00 0.21
H 0.44862 4.05349 2.65990 0.00 0.00 0.01 0.20
H -3.93580 -0.99210 -4.22589 0.00 0.00 0.00 0.20
H -1.26248 -2.24308 -3.21464 0.00 0.00 0.00 0.22
H -4.35721 -0.67453 -1.74684 0.00 0.00 0.00 0.22
H -0.59913 -0.30529 -0.94472 0.00 0.00 0.00 0.17
H 2.46930 -3.40843 1.48171 0.00 0.00 0.00 0.21
H 0.67181 2.92674 3.97963 -0.01 0.00 0.00 0.24
H 1.23756 2.02787 1.22463 -0.01 -0.01 0.00 0.42
H -1.61398 -2.08712 -1.48373 0.00 0.00 0.00 0.20
```
Positions in Å, forces in eV/Å.

- ΔE to the lowest compared entry with this formula, charge and spin: 25.8 kJ/mol
- Orbital gap: 9.869 eV

The highest ΔE to the lowest compared entry with this formula, charge and spin belongs to which entry?
C21H36Cl3MgN2O4Si

Which of these has the highest ΔE to the lowest compared entry with this formula, charge and spin?
C21H36Cl3MgN2O4Si

Which value of ΔE to the lowest compared entry with this formula, charge and spin does entry 2 give?
579.5 kJ/mol

ΔE to the lowest compared entry with this formula, charge and spin of number 3 (C21H36Cl3MgN2O4Si)?
968.1 kJ/mol